(1)
Below is a molecular structure, C8H26IO8 in a non-equilibrium geometry, with properties calculated with ωB97M-V/def2-TZVPD.

For the HOMO energy, the calculation gives -5.405 eV. Its frontier orbital gap is 8.52 eV. As for the molecular weight: 377.2 g mol⁻¹. As for the net charge: -1.

Structure (XYZ):
```
43
C8H26IO8 ωB97M-V/def2-TZVPD
I -0.34089 0.34181 0.81880
C -0.35033 3.67808 1.23277
O -0.61647 2.84938 2.31667
H -0.75651 4.66227 1.46621
H 0.72692 3.73775 1.07761
H -0.83334 3.30434 0.32992
H -0.46472 1.93810 2.05563
C -3.06730 1.27214 -0.99069
O -2.46845 2.02898 0.02791
H -2.78266 1.68628 -1.95793
H -2.54953 0.31297 -0.98530
H -4.15667 1.24234 -0.96869
H -1.62970 1.60096 0.21470
C -0.21412 -2.61846 2.72053
C 0.72370 -1.58890 3.46367
O 0.08973 -0.28838 3.60855
O -0.34955 -2.31974 1.33726
H -1.12780 -2.59150 3.31430
H 0.22496 -3.61572 2.74861
H 1.65010 -1.50131 2.89604
H 0.90779 -1.93687 4.48010
H -0.16634 0.06638 2.75405
H -0.46370 -1.37246 1.23137
C 1.97361 -0.95715 -0.96828
C 2.24769 -2.19334 -0.14583
O 3.62508 -2.51161 0.02220
O 2.12181 0.24128 -0.26429
H 0.99780 -1.09195 -1.43489
H 2.64147 -1.04432 -1.82528
H 1.82543 -3.00242 -0.74181
H 1.68578 -2.28731 0.78343
H 4.07446 -1.95234 0.66006
H 1.24109 0.49437 0.02186
C 0.11364 0.45912 -2.42951
C -0.39676 0.29955 -3.87082
O -1.60082 0.99954 -4.07108
O -0.48490 -0.52946 -1.58025
H 0.00039 1.47651 -2.05507
H 1.18714 0.28297 -2.36131
H -0.51164 -0.74867 -4.14678
H 0.38922 0.72898 -4.49204
H -2.26148 0.58876 -3.50860
H -0.85410 -0.14095 -0.78379
```


(2)
Below is a molecular structure, C8H26NNaO8, with properties calculated with ωB97M-V/def2-TZVPD.

For the HOMO energy, the calculation gives -8.320 eV. Its frontier orbital gap is 8.10 eV. As for the molecular weight: 287.3 g mol⁻¹. As for the net charge: 0.

Structure (XYZ):
```
44
C8H26NNaO8 ωB97M-V/def2-TZVPD
Na -0.04827 -0.26688 0.25147
N -2.53072 1.11338 0.75187
O -3.50152 1.67265 1.24812
O -1.48575 1.74402 0.41720
O -2.53626 -0.12440 0.53686
C 0.48561 3.33651 -1.70672
C 0.89758 2.07697 -2.43486
O 1.23957 1.03719 -1.52122
H -0.31194 3.14694 -0.98490
H 0.10058 4.09915 -2.39136
H 1.33473 3.78005 -1.17797
H 1.75619 2.29306 -3.07723
H 0.08050 1.71299 -3.04992
H 2.14959 1.17174 -1.24274
C 1.55968 2.47557 2.20693
C 1.43627 1.14663 2.92954
O 0.22391 0.46426 2.59670
H 0.66601 3.07144 2.39341
H 1.70223 2.32042 1.14074
H 2.40015 3.04891 2.60965
H 1.54962 1.28058 4.01051
H 2.24803 0.47424 2.63766
H -0.49666 0.88104 3.07909
C -2.10280 -0.17755 -2.85441
C -1.85769 -1.60871 -2.46517
O -0.56627 -1.69798 -1.82932
H -3.11007 -0.01946 -3.23914
H -1.38424 0.14401 -3.60984
H -1.99771 0.48784 -1.99034
H -1.87903 -2.25272 -3.35687
H -2.64075 -1.99282 -1.80386
H -0.31390 -2.62388 -1.82102
C 2.76870 -2.33041 1.39149
O 2.32726 -1.55209 0.27988
H 3.29799 -3.23021 1.07108
H 3.43536 -1.73370 2.01560
H 1.90658 -2.63789 1.98131
H 2.66323 -1.90381 -0.54683
C -1.89633 -3.07747 1.43464
O -0.48903 -2.95022 1.09827
H -2.16806 -4.12098 1.60755
H -2.05337 -2.54988 2.37314
H -2.52993 -2.59848 0.69000
H -0.32908 -3.53006 0.35103
```


(3)
Below is 4 unconnected molecules or ions with the total composition C8H26O10P2 in a non-equilibrium geometry, with properties calculated with ωB97M-V/def2-TZVPD.

For the HOMO energy, the calculation gives -9.358 eV. Its frontier orbital gap is 9.97 eV. As for the molecular weight: 344.2 g mol⁻¹. As for the net charge: 0.

Structure (XYZ):
```
46
C8H26O10P2 ωB97M-V/def2-TZVPD
C -3.59934 -1.91850 4.95649
O -3.05421 -0.78413 4.31364
P -3.06058 -0.64513 2.70322
O -2.64066 0.66190 2.21644
O -2.12303 -1.90416 2.35459
C -0.97302 -2.16716 3.01925
O -4.57431 -1.15883 2.34403
C -4.88761 -1.48338 0.97412
H -2.83332 -2.67143 5.14203
H -4.41363 -2.43200 4.44526
H -3.95845 -1.51469 5.90311
H -0.37553 -1.28624 3.25394
H -0.28427 -2.54616 2.26422
H -1.21281 -2.87420 3.81342
H -4.47634 -2.45949 0.71690
H -4.47730 -0.67116 0.37408
H -5.96898 -1.57451 0.87195
C 0.63700 2.44673 -2.62839
O 1.54339 1.42597 -2.67356
P 3.06036 1.73639 -2.63624
O 3.48880 2.18884 -1.29694
O 3.29383 2.83579 -3.88914
C 2.79836 2.66899 -5.26180
O 3.86743 0.46700 -3.19185
C 4.58398 -0.39617 -2.36751
H 0.86265 3.37732 -3.14916
H 0.31890 2.83398 -1.66042
H -0.31201 2.16462 -3.08434
H 3.23396 1.76704 -5.69176
H 3.06633 3.48515 -5.93274
H 1.72665 2.50196 -5.36966
H 5.49381 0.00739 -1.92317
H 5.03863 -1.21113 -2.93075
H 4.09481 -0.69752 -1.44123
C 0.04794 1.98784 0.94085
O -0.47205 2.21735 2.19162
H -0.23959 2.76597 0.23378
H 1.13068 1.93367 0.82753
H -0.22343 1.01579 0.52907
H -1.27536 1.69306 2.15405
C 0.93979 -1.70000 -0.40255
O 1.37503 -2.92682 0.28850
H 1.47023 -1.59259 -1.34869
H -0.09776 -1.88193 -0.68274
H 1.15684 -0.82493 0.21002
H 2.30419 -2.86050 0.52056
```


(4)
Below is 7 unconnected molecules or ions with the total composition C8H26O6 in a non-equilibrium geometry, with properties calculated with ωB97M-V/def2-TZVPD.

For the HOMO energy, the calculation gives -9.377 eV. Its frontier orbital gap is 9.62 eV. As for the molecular weight: 218.3 g mol⁻¹. As for the net charge: 0.

Structure (XYZ):
```
40
C8H26O6 ωB97M-V/def2-TZVPD
C -3.53786 -1.09313 1.63426
C -2.22269 -0.85562 1.21370
C -1.71348 0.37317 1.41858
C -0.33549 0.88302 1.24042
C 0.39357 0.88279 0.11151
C 1.96000 0.73729 0.22236
C 2.82707 1.51102 -0.91103
C 2.61554 0.80134 -2.38271
H -3.65240 -0.53113 2.49746
H -3.70155 -2.09129 2.04927
H -4.39904 -0.88370 0.89641
H -1.50930 -1.59699 0.76002
H -2.29233 1.19359 1.87305
H 0.00904 1.10937 2.18348
H -0.10336 0.54287 -0.78815
H 2.25014 1.08562 1.23972
H 2.10629 -0.26070 -0.02790
H 3.78753 1.25531 -0.71542
H 2.68841 2.67376 -0.84096
H 2.06042 1.47475 -2.96585
H 2.24766 -0.14613 -2.39807
H 3.68863 0.67709 -2.60583
O 2.62515 -3.38093 0.37845
H 1.79781 -3.11419 -0.04935
H 2.22859 -3.67131 1.22105
O -1.91206 -0.65742 -2.07632
H -2.60859 -0.81828 -1.48187
H -1.84258 0.30174 -2.07413
O -0.24535 3.86751 0.25168
H -0.01094 3.15658 0.97081
H -1.18886 4.15168 0.49354
O 0.58716 -2.77297 2.36631
H 0.30258 -2.10435 1.75453
H 0.60816 -2.26501 3.13625
O -0.87637 2.78756 -2.08335
H 0.05083 2.40463 -1.98600
H -0.90299 3.21835 -1.18463
O -0.19650 -2.96694 -1.11316
H -0.81909 -3.55718 -0.75090
H -0.76380 -2.32176 -1.47721
```


(5)
Below is a molecular structure, C8H26O6V in a non-equilibrium geometry, with properties calculated with ωB97M-V/def2-TZVPD.

For the HOMO energy (spin up / spin down), the calculation gives -7.661 / -7.808 eV. The spin multiplicity is 4. Its frontier orbital gap (spin up / spin down) is 6.14 / 6.93 eV. As for the expectation value of S²: 3.773. As for the molecular weight: 269.2 g mol⁻¹. As for the net charge: 0.

Structure (XYZ):
```
41
C8H26O6V ωB97M-V/def2-TZVPD
V -22.01249 -0.90080 15.35625
O -24.06988 -2.16152 13.73425
H -24.06157 -2.76816 12.96845
O -19.84152 0.22832 16.90077
H -19.58390 0.88940 17.57243
C -19.10132 0.94654 10.66347
C -19.74311 1.31514 12.05019
O -20.51447 0.23239 12.44385
H -18.51786 1.82066 10.37437
H -19.84113 0.69051 9.90502
H -18.36005 0.14978 10.72501
H -20.33382 2.22912 11.98844
H -18.98506 1.45240 12.82131
H -21.17146 0.14613 11.74921
C -20.65665 -5.69355 17.00856
C -19.71537 -4.59905 16.45990
O -20.37448 -3.87804 15.41521
H -20.88943 -6.44913 16.25822
H -21.57674 -5.33840 17.47269
H -20.18477 -6.19873 17.85130
H -18.81537 -5.07431 16.06975
H -19.43233 -3.94574 17.28524
H -20.37713 -4.50709 14.69002
C -23.33244 3.08982 17.68459
C -23.03171 3.16620 16.17165
O -23.45066 2.01225 15.52756
H -22.76983 2.33306 18.23131
H -24.38043 2.82895 17.83212
H -23.27033 4.05386 18.18944
H -21.96987 3.30872 15.97091
H -23.50881 4.03941 15.72670
H -24.36867 2.17686 15.30005
C -25.34548 -1.20565 19.88785
C -24.81758 -1.90955 18.59872
O -23.58906 -1.30622 18.25911
H -24.75049 -1.40210 20.77975
H -26.34506 -1.53625 20.17006
H -25.40808 -0.12340 19.77420
H -25.45050 -1.80808 17.71712
H -24.65585 -2.97490 18.76300
H -23.04938 -1.34211 19.05224
```


Q: Among the records above, which one has the lowest net charge?
A: C8H26IO8